This record from the Open Molecules 2025 dataset describes C10H20N2O4 in the gas phase. The level of theory is ωB97M-V/def2-TZVPD.

Structure (XYZ):
```
36
Properties=species:S:1:pos:R:3:mulliken_charge:R:1
C 0.4159 -2.4430 -0.8870 0.647
H -2.5001 2.7411 -0.2353 0.294
H 1.5451 -1.9509 1.2434 0.250
H -3.4317 0.3232 1.2090 0.314
H -0.9009 1.6688 2.1969 0.221
C 1.6627 -0.4191 -1.7309 -0.019
C 0.4867 1.3105 -0.2249 0.115
H -0.7774 -3.6253 -2.1964 0.370
H -0.0387 -2.1353 -2.9430 0.323
O 1.5968 2.0659 1.8523 -0.446
N 0.8959 0.7207 -1.5200 -0.020
C 1.7526 1.5883 0.5448 -0.080
H -2.3809 -0.1176 2.4889 0.418
H 0.8689 1.3070 -2.3040 0.209
C 0.1422 -2.9540 -2.2131 -1.414
N 1.7053 -1.1214 0.6171 -0.429
C -1.5586 1.4859 1.3449 0.751
H 0.1667 2.3358 -0.6548 0.762
H -1.1432 3.4272 0.6159 0.399
H 2.5271 -0.6666 0.9366 0.222
O 0.6586 -3.4989 0.1323 -0.601
O 2.2159 -0.5774 -2.8018 -0.658
C 1.6828 -1.5799 -0.7994 0.318
H -0.3783 -1.7841 -0.5574 -0.197
H -1.4597 0.7290 -0.6319 0.376
H 2.4151 -2.3399 -1.1134 0.361
H -0.7513 -0.3396 0.5833 0.179
H 0.9215 -3.6565 -2.5968 0.312
C -2.7545 0.7531 1.9763 -1.584
C -2.0135 2.8569 0.7513 -1.432
H -0.1853 -3.8563 0.4546 0.345
H -2.6577 3.4192 1.4428 0.397
C -0.8274 0.6711 0.2484 -0.903
H -3.1785 1.4428 2.7742 0.381
O 2.8529 1.6235 0.0296 -0.562
H 2.4248 2.5958 1.9675 0.381
```

Computed properties:
SMILES string = CC(C)C[C@H](NC(=O)[C@@H](N)[C@@H](C)O)C(=O)O
E_LUMO = 0.019 Eh
energy relative to the best compared isomer or geometry (same formula, charge and spin) = 48.9 kcal per mole
maximum force = 0.0674 Eh/bohr
DFT total energy = -21864.302 eV
2S+1 = 1
charge = 0
Kohn-Sham gap = 10.1 eV

This record from the Open Molecules 2025 dataset describes a molecular structure, C41H36BF5N2SV. The level of theory is ωB97M-V/def2-TZVPD.

Structure (XYZ):
```
87
Properties=species:S:1:pos:R:3:mulliken_charge:R:1
H 3.8995 -1.2659 5.0037 0.434
H -0.6028 -2.3096 4.4182 0.521
C 2.9253 2.3226 0.0322 -1.233
C -1.1751 -3.2574 -3.6189 -0.655
C -0.5931 -2.0407 2.3075 1.043
H -4.2783 -0.5579 1.1795 0.580
F -2.5820 -0.2835 -2.2317 -0.210
C -3.5354 1.7121 -2.9654 -0.702
F 4.1882 0.9954 -2.6407 -0.194
C -0.7563 -2.5303 -2.5130 0.642
F 1.4185 0.5659 -2.0010 -0.416
H -1.7243 1.6915 3.9598 0.518
H 1.6743 3.7057 2.4001 0.510
H 3.6951 2.8431 -0.5378 0.572
C 3.8799 -2.8598 0.7047 -1.036
C -1.0218 -2.7050 -4.8810 -1.076
C -1.0203 -4.1571 3.4011 -0.866
C -1.7650 1.7325 -1.2972 0.652
C 3.4060 -2.7803 -0.5709 -1.485
C -1.9430 3.1141 -1.1887 -0.886
C -1.0630 1.9024 3.1282 -0.316
H 1.8457 4.0868 0.3779 0.849
H 4.6609 -3.5668 0.9559 0.448
B 3.3073 0.6471 -3.5542 0.782
H -3.2239 -0.0577 -0.1181 0.271
C -2.8384 0.8583 1.8339 0.537
H 3.2657 2.2396 1.0658 0.280
S -1.2567 -4.5412 -0.6147 -0.427
C 3.4814 -1.2157 4.0073 -1.085
H -4.3822 3.6065 -3.4810 0.440
C -0.5088 1.6770 0.7985 -0.365
C -3.2456 -0.3016 0.9358 -1.434
C -0.7381 -2.6731 1.0759 -1.747
H -1.4530 -5.8404 2.1381 0.474
F 3.1491 -0.6312 -3.8577 -0.199
C 0.8313 3.0417 2.2547 -0.276
C 3.9201 -2.0645 3.0337 -0.834
H -1.3476 -3.2540 -5.7538 0.437
C -0.8953 -2.9560 -1.1360 0.064
H 0.4307 0.2460 -4.0511 0.463
C 2.3912 -1.8492 -0.8763 -0.506
C -1.2039 -4.7894 2.1891 -0.685
H 2.0643 -1.7985 -1.9099 0.400
C -3.6571 3.0867 -2.8703 -0.762
H -0.4004 -0.9802 2.3623 0.747
C -2.8659 3.7844 -1.9671 -1.128
C -3.8084 2.0328 1.6237 -1.534
C 2.3708 -1.0603 1.4267 0.907
C 1.6087 3.1078 -0.0469 0.424
H 0.7136 2.5996 -2.0088 -0.001
H -2.9994 0.5055 2.8563 0.647
C -2.6075 1.0608 -2.1791 -0.396
H -4.8306 1.7008 1.8102 0.498
H -1.3547 3.6599 -0.4666 0.634
C 2.4895 -0.2599 3.7078 -0.745
H 0.2859 3.0664 4.3217 0.481
H 1.1931 0.5481 2.2406 -0.094
C -0.4539 -1.4468 -5.0225 -1.097
C 1.8590 -1.0389 0.0962 1.695
H -3.7607 2.4065 0.6001 0.234
H -0.3373 -1.0169 -6.0088 0.507
N -0.7934 1.0622 -0.4913 1.766
H -2.9736 4.8550 -1.8606 0.485
H -1.1191 -4.7217 4.3179 0.445
C 0.0532 2.6919 3.3332 -1.661
C -0.1736 -1.2726 -2.6510 1.090
C -1.0591 -4.0303 1.0321 0.728
H 2.1543 0.4261 4.4755 0.568
H 2.0716 3.7003 -2.0470 0.497
H -4.1596 1.1237 -3.6240 0.547
V 0.3234 -0.3029 -0.9101 -1.244
H 0.5049 4.2765 -1.5133 0.423
C -0.0185 -0.7274 -3.9124 -0.109
H 2.8412 1.3189 -0.3732 0.054
H 3.8060 -3.4072 -1.3560 0.533
C 1.9493 -0.1884 2.4556 0.595
H -3.5889 2.8597 2.2994 0.350
F 2.6631 1.5668 -4.2466 -0.216
C -1.4076 1.4192 1.8704 -0.360
C -0.7242 -2.7905 3.4567 -1.536
C 1.1807 3.4224 -1.4818 -1.571
C 3.3903 -2.0026 1.7219 0.745
C 0.5873 2.5603 0.9641 0.938
H -1.6290 -4.2340 -3.4987 0.481
H 4.6927 -2.7933 3.2453 0.446
H -2.6485 -1.1899 1.1052 0.107
N -0.6482 -2.0802 -0.1895 1.600
```

Computed properties:
E_LUMO = -0.157 Eh
energy relative to the best compared isomer or geometry (same formula, charge and spin) = 0.1 kcal per mole
maximum force = 0.0061 Eh/bohr
DFT total energy = -96868.510 eV
2S+1 = 1
charge = +1
Kohn-Sham gap = 6.7 eV

This record from the Open Molecules 2025 dataset describes 9 unconnected molecules or ions with the total composition H18O9. The level of theory is ωB97M-V/def2-TZVPD.

Structure (XYZ):
```
27
Properties=species:S:1:pos:R:3:mulliken_charge:R:1
H 18.7359 -13.6085 -18.6660 0.302
O 14.5400 -11.2422 -24.0231 -0.640
H 19.4173 -14.1564 -21.7822 0.313
O 19.3939 -13.2044 -21.6342 -0.630
H 20.6818 -11.8326 -26.1908 0.284
H 16.9052 -10.7105 -19.8621 0.279
H 16.5444 -12.5255 -23.8294 0.154
O 19.1863 -10.0848 -23.8749 -0.671
O 15.6424 -12.7905 -26.2248 -0.616
O 19.7886 -11.4758 -26.2047 -0.641
H 17.9448 -13.0299 -19.8288 0.377
H 15.7464 -11.3400 -20.6330 0.289
H 19.5432 -11.3778 -25.2614 0.324
H 13.9066 -13.0445 -23.4691 0.420
H 15.7816 -13.6734 -25.8631 0.333
H 17.0195 -12.1219 -22.4297 0.372
H 18.4720 -10.7452 -23.7894 0.409
O 13.1226 -13.5842 -23.2788 -0.639
O 16.7090 -11.3300 -20.5736 -0.624
O 17.8602 -13.2899 -18.9035 -0.653
H 12.4899 -12.9805 -22.8769 0.283
H 14.9023 -10.5814 -24.6313 0.309
H 13.6355 -10.9485 -23.8573 0.241
H 15.2824 -12.2654 -25.4944 0.332
H 18.7569 -12.8717 -22.2836 0.379
O 17.3030 -12.1612 -23.3654 -0.638
H 18.7640 -9.3154 -24.2704 0.349
```

Computed properties:
SMILES string = O.O.O.O.O.O.O.O.O
E_LUMO = -0.017 Eh
energy relative to the best compared isomer or geometry (same formula, charge and spin) = 57.0 kcal per mole
maximum force = 0.0177 Eh/bohr
DFT total energy = -18719.664 eV
2S+1 = 1
charge = 0
Kohn-Sham gap = 10.0 eV

This record from the Open Molecules 2025 dataset describes a molecular structure, C9H21Be2NO6. The level of theory is ωB97M-V/def2-TZVPD.

Structure (XYZ):
```
39
Properties=species:S:1:pos:R:3:mulliken_spin:R:1
H 20.1690 -11.4903 8.3172 0.034
H 23.2230 -14.0135 10.8369 -0.053
H 25.9449 -13.1295 12.5379 -0.032
O 20.9665 -14.9813 11.1169 0.033
N 24.1524 -12.4330 11.7209 -0.733
H 20.2749 -12.4734 5.7550 0.000
C 20.9385 -11.4768 7.5453 -0.032
H 24.4256 -10.4925 7.2302 0.000
C 23.8971 -12.5446 9.2047 -0.009
H 23.5381 -13.2055 8.4157 -0.002
C 24.8271 -12.1714 14.1077 -0.024
H 23.9043 -11.6147 14.2708 0.004
Be 18.9831 -16.3939 12.2929 0.879
H 25.0857 -9.4041 15.0159 0.000
H 19.6191 -10.8277 5.9283 0.000
H 26.1904 -9.1709 13.7767 0.000
H 24.4796 -9.6473 13.3251 -0.002
C 25.3135 -9.7726 14.0157 0.001
H 25.9230 -11.3716 6.8678 0.000
O 25.0336 -11.8264 8.7967 -0.005
O 21.7059 -10.2804 7.9341 -0.001
C 25.0034 -11.3896 7.4526 0.001
H 24.4124 -12.0955 6.8691 0.000
H 23.0066 -11.9193 9.2697 0.000
C 20.4879 -11.4625 6.1028 -0.002
H 21.4679 -12.3905 7.8155 -0.001
C 24.0697 -13.3664 10.6077 -0.023
C 20.2686 -14.2613 10.4282 0.039
H 24.9874 -12.8423 14.9517 0.001
H 24.4997 -14.0737 12.9640 -0.001
H 24.9249 -14.0354 10.5115 -0.038
O 25.8285 -11.1269 14.2305 -0.005
O 20.3464 -13.0411 10.4823 0.083
O 19.0943 -14.6554 10.3335 0.056
H 21.6783 -10.3176 8.8930 0.000
C 24.9014 -13.0672 12.8465 -0.030
H 24.5983 -11.6486 11.2669 0.004
Be 17.9041 -12.4991 10.5054 0.858
H 21.2307 -10.9469 5.4941 0.000
```

Computed properties:
expectation value of S² = 1.76
E_LUMO (spin up / spin down) = -0.269 / -0.206 Eh
energy relative to the best compared isomer or geometry (same formula, charge and spin) = 0.0 kcal per mole
maximum force = 0.1616 Eh/bohr
DFT total energy = -24232.629 eV
2S+1 = 2
charge = +1
Kohn-Sham gap (spin up / spin down) = 3.8 / 5.4 eV

This record from the Open Molecules 2025 dataset describes C4H5NO in the gas phase. The level of theory is ωB97M-V/def2-TZVPD.

Structure (XYZ):
```
11
Properties=species:S:1:pos:R:3:mulliken_charge:R:1
N -1.6531 -1.0757 -1.6367 -0.413
H 1.1888 -0.2446 1.3686 0.395
H 1.5634 1.4854 -0.3142 0.335
H 0.1700 1.0028 -1.2950 0.384
H 1.5903 -0.0605 -1.1963 0.321
O -0.6808 0.7905 1.1695 -0.403
H -1.1771 -1.2086 1.6145 0.397
C -1.4807 -0.8342 -0.5186 0.126
C -0.9072 -0.5509 0.7874 0.006
C 0.4269 0.0621 0.6542 0.158
C 0.9595 0.6336 -0.6334 -1.305
```

Computed properties:
SMILES string = C[C@H]1O[C@H]1C#N
E_LUMO = 0.033 Eh
energy relative to the best compared isomer or geometry (same formula, charge and spin) = 40.7 kcal per mole
maximum force = 0.0213 Eh/bohr
DFT total energy = -7764.763 eV
2S+1 = 1
charge = 0
Kohn-Sham gap = 12.0 eV

This record from the Open Molecules 2025 dataset describes a gas-phase ion, C5H11N2S (charge +1). The level of theory is ωB97M-V/def2-TZVPD.

Structure (XYZ):
```
19
Properties=species:S:1:pos:R:3:mulliken_charge:R:1
N -0.7535 -1.5497 -0.5463 -0.116
S -2.1480 0.5077 -0.2936 0.019
H -1.3861 -1.6847 -1.3049 0.328
C 1.6037 1.3696 -0.0432 -1.520
C -0.0813 -0.1736 1.3272 -0.817
H -2.1210 -1.3231 1.1486 0.591
C 0.3741 0.5751 -0.0329 0.818
H 1.7496 1.6335 -1.0499 0.406
H -0.5515 -2.5606 -0.3323 0.399
H -0.5534 0.4309 2.1335 0.305
C 0.3680 -0.6221 -1.0558 -1.023
H 0.1849 -0.3739 -2.0453 0.448
H 1.4347 2.2531 0.6490 0.381
H 0.7790 -0.7572 1.6350 0.386
H -0.6284 2.1948 0.4007 0.428
N -0.7278 1.5011 -0.4167 -0.464
H 2.4502 0.7593 0.2859 0.371
C -1.2706 -0.9124 0.6387 -0.350
H 1.2775 -1.2678 -1.0979 0.409
```

Computed properties:
SMILES string = C[C@@]12C[NH2+][C@@H](C1)SN2
E_LUMO = -0.124 Eh
energy relative to the best compared isomer or geometry (same formula, charge and spin) = 49.7 kcal per mole
maximum force = 0.0695 Eh/bohr
DFT total energy = -19170.731 eV
2S+1 = 1
charge = +1
Kohn-Sham gap = 9.7 eV

This record from the Open Molecules 2025 dataset describes 2 unconnected molecules or ions with the total composition C7H15N. The level of theory is ωB97M-V/def2-TZVPD.

Structure (XYZ):
```
23
Properties=species:S:1:pos:R:3:mulliken_charge:R:1
C 1.8233 1.5412 0.4222 0.032
H -0.2649 -0.4292 0.1831 -0.370
H -1.0318 0.5766 -2.0114 0.193
C 2.4668 -0.1069 -0.9438 -0.141
H -2.5197 1.5213 -2.0839 0.366
H 1.6232 -1.5817 0.4031 0.207
H -2.9536 0.9865 0.3244 0.356
H -1.4036 1.7773 0.1468 0.301
H 2.8250 -2.2086 -0.7519 0.297
H -2.5949 -0.2115 -1.8617 0.303
C -1.9496 0.8650 -0.0838 -0.442
H -2.1331 -0.0099 2.5704 0.385
H -0.5704 0.7600 2.3468 0.304
H -0.6596 -0.9731 2.5926 0.378
N 2.7868 1.2193 -0.1516 -0.303
C -1.1484 -0.1224 2.1165 -1.351
H 3.3049 -0.0445 -1.6382 0.312
C 2.5750 -1.3631 -0.1016 -0.835
H 3.3683 -1.2706 0.6631 0.309
H 1.5572 -0.0499 -1.5380 0.154
H -1.8079 -1.2408 0.3897 0.394
C -2.0328 0.6828 -1.5981 -1.138
C -1.2602 -0.3178 0.6053 0.287
```

Computed properties:
E_LUMO = 0.026 Eh
energy relative to the best compared isomer or geometry (same formula, charge and spin) = 50.6 kcal per mole
maximum force = 0.0493 Eh/bohr
DFT total energy = -8990.295 eV
2S+1 = 1
charge = 0
Kohn-Sham gap = 11.9 eV